33
Properties=species:S:1:pos:R:3:mulliken_charge:R:1 method="wB97M-V/def2-TZVPD" multiplicity=2 e_above_lowest_ev=0.000 homo_energy_ev="-6.140 / -5.854" molar_mass_da=569.16 gap_ev="7.716 / 4.064" s2=0.76 total_energy_ev=-110102.05508 charge=-1
Na -26.3871 -20.6533 10.5095 0.96
C -31.0208 -19.0504 11.7224 0.55
F -30.7726 -18.4285 12.8315 -0.19
F -30.9859 -20.3647 12.0286 -0.19
F -32.1772 -18.6588 11.1670 -0.20
S -29.6399 -18.7524 10.3909 0.97
O -30.1212 -19.1636 9.0545 -0.31
O -29.3374 -17.3072 10.4297 -0.46
O -28.4554 -19.6186 10.7039 -0.54
C -25.6480 -17.6401 6.4717 0.46
F -24.4529 -17.4680 6.9935 -0.19
F -26.1899 -16.6139 5.8917 -0.19
F -25.7133 -18.6821 5.5760 -0.23
S -26.8190 -18.1735 7.8996 1.26
O -28.0754 -18.6214 7.2743 -0.55
O -26.0981 -19.1940 8.6399 -0.73
O -26.9556 -16.9636 8.7315 -0.67
C -29.6934 -23.1618 9.9370 0.55
F -29.3609 -22.8941 11.1584 -0.17
F -29.9435 -24.4739 9.8790 -0.24
F -30.8312 -22.4900 9.6200 -0.25
S -28.4356 -22.5716 8.5071 1.08
O -27.1142 -22.5436 9.1049 -0.64
O -28.6171 -23.5764 7.4542 -0.68
O -28.9002 -21.2957 7.9928 -0.49
Cl -25.1978 -22.3715 12.2416 -0.10
C -25.2859 -23.7956 13.3309 -0.49
C -25.4963 -25.0495 12.5019 -0.47
Cl -27.0186 -24.9773 11.6442 -0.09
H -26.0583 -23.6362 14.0833 0.30
H -24.4176 -23.6806 13.9797 0.34
H -25.4226 -25.9944 13.0403 0.35
H -24.7664 -25.0769 11.6927 0.27

=====

9
Properties=species:S:1:pos:R:3:mulliken_charge:R:1 method="wB97M-V/def2-TZVPD" e_above_lowest_ev=4.305 homo_energy_ev=-4.053 molar_mass_da=94.11 gap_ev=8.177 total_energy_ev=-17520.72232 charge=-1
C -1.3487 -0.5270 0.0979 -0.81
N 1.2644 1.5479 0.1034 -0.63
O 1.5569 -0.7827 -1.1309 -0.61
O 1.5940 -0.6516 1.2961 -0.63
S 1.0660 -0.0171 0.0266 0.82
H -1.5751 -1.6399 0.2451 0.22
H -1.8287 0.0566 0.9335 0.23
H -1.6553 -0.0099 -0.8994 0.20
H 0.9266 2.0237 -0.6723 0.21

=====

111
Properties=species:S:1:pos:R:3:mulliken_charge:R:1 method="wB97M-V/def2-TZVPD" e_above_lowest_ev=0.617 homo_energy_ev="-10.013 / -10.013" molar_mass_da=1171.68 gap_ev="4.982 / 4.962" total_energy_ev=-284837.23943 charge=+1
Rh 0.0505 -0.0701 1.2762 0.44
Se -1.3865 -4.4140 -3.6602 -0.37
P -0.7547 -2.4676 -4.1430 0.86
C 0.7740 -2.5166 -5.1207 0.72
C 1.7386 -3.4765 -4.8175 -0.74
C 2.8906 -3.5735 -5.5808 -0.64
C 3.0727 -2.7389 -6.6756 -0.67
C 2.0937 -1.8150 -7.0111 -0.86
C 0.9474 -1.7014 -6.2384 -0.27
C -1.9029 -1.4666 -5.1158 0.43
C -2.9011 -2.0940 -5.8476 -0.74
C -3.7577 -1.3368 -6.6358 -0.65
C -3.6151 0.0400 -6.6897 -0.53
C -2.6168 0.6697 -5.9542 -0.66
C -1.7631 -0.0803 -5.1659 -0.26
C -0.5798 -1.4620 -2.6312 0.52
C 0.3383 -1.0510 -1.6651 -0.03
N -0.3922 -0.3808 -0.7234 0.55
N -1.6552 -0.3713 -1.0988 -0.60
N -1.7926 -1.0161 -2.2187 -0.39
P 2.0973 -1.0730 -1.3657 1.28
Se 2.3909 -0.4742 0.7304 -0.57
C 2.7130 -2.7359 -1.6087 0.66
C 4.0260 -2.9631 -2.0077 -0.38
C 4.4978 -4.2643 -2.0858 -0.82
C 3.6640 -5.3278 -1.7692 -0.57
C 2.3527 -5.0991 -1.3708 -0.66
C 1.8756 -3.8028 -1.2865 -0.22
C 3.0086 0.0675 -2.4176 0.22
C 3.5256 1.2492 -1.8946 -0.88
C 4.2183 2.1224 -2.7191 -0.68
C 4.3948 1.8198 -4.0597 -0.65
C 3.8869 0.6372 -4.5818 -0.80
C 3.1994 -0.2435 -3.7639 0.90
H 1.5701 -4.1637 -3.9999 0.49
H 3.6348 -4.3193 -5.3353 0.47
H 3.9645 -2.8282 -7.2823 0.42
H 2.2146 -1.1867 -7.8842 0.45
H 0.1894 -0.9819 -6.5152 0.37
H -3.0064 -3.1706 -5.7905 0.40
H -4.5383 -1.8252 -7.2036 0.42
H -4.2857 0.6290 -7.3015 0.40
H -2.5127 1.7460 -5.9893 0.43
H -0.9967 0.4143 -4.5803 0.40
H 4.6750 -2.1340 -2.2605 0.50
H 5.5180 -4.4471 -2.3959 0.46
H 4.0357 -6.3418 -1.8361 0.43
H 1.7008 -5.9312 -1.1407 0.47
H 0.8469 -3.6167 -1.0040 0.21
H 3.3836 1.4900 -0.8499 0.20
H 4.6201 3.0397 -2.3105 0.43
H 4.9362 2.5038 -4.7001 0.41
H 4.0318 0.3929 -5.6249 0.50
H 2.8320 -1.1735 -4.1679 -0.11
C 1.9124 6.3183 3.7928 -1.22
C 2.1011 4.8980 4.3125 -0.16
C 2.1684 3.8456 3.2081 -0.59
C 0.8386 3.5780 2.5115 -1.09
N -0.1954 3.1073 3.4312 0.96
C -0.2904 1.8683 3.9323 -0.68
Se 0.9042 0.4562 3.5400 -0.41
N -1.3749 1.7894 4.7146 1.70
C -1.8554 0.6282 5.4601 -1.42
C -1.7180 0.8237 6.9672 -0.84
C -0.2793 0.9727 7.4559 -0.05
C 0.5251 -0.3194 7.3755 -1.19
C -2.0379 3.0089 4.6791 0.69
C -3.2357 3.4204 5.2509 -1.03
C -3.6413 4.7105 4.9813 -0.97
C -2.8845 5.5610 4.1635 -0.81
C -1.7021 5.1466 3.5857 -1.04
C -1.2906 3.8470 3.8613 1.08
H 1.9130 7.0392 4.6100 0.38
H 0.9696 6.4404 3.2577 0.20
H 2.7182 6.5902 3.1083 0.35
H 1.2992 4.6452 5.0141 0.07
H 3.0268 4.8493 4.8890 0.45
H 2.5438 2.9020 3.6067 0.25
H 2.8787 4.1652 2.4398 0.55
H 0.9510 2.8262 1.7285 -0.16
H 0.4465 4.4788 2.0421 0.75
H -1.2840 -0.2326 5.1146 0.51
H -2.8969 0.4833 5.1693 0.39
H -2.1791 -0.0423 7.4503 0.54
H -2.3051 1.6937 7.2688 0.34
H -0.3040 1.3160 8.4919 0.40
H 0.2212 1.7670 6.8915 -0.01
H 0.0320 -1.1145 7.9391 0.34
H 1.5222 -0.1861 7.7948 0.36
H 0.6468 -0.6625 6.3477 0.21
H -3.8346 2.7575 5.8586 0.48
H -4.5703 5.0724 5.3998 0.43
H -3.2429 6.5632 3.9723 0.43
H -1.1376 5.8044 2.9410 0.36
O -3.6655 1.0441 2.4383 -0.68
C -2.7175 0.5112 1.9001 0.25
O -1.5754 1.0747 1.6690 -0.91
C -2.8142 -0.8948 1.3761 1.73
C -1.7043 -1.7712 1.4988 -0.83
C -1.6670 -3.0288 0.8826 -0.80
C -2.7891 -3.3691 0.1828 1.11
O -3.0694 -4.5161 -0.4352 -0.51
C -4.3408 -4.3563 -1.0606 -0.32
O -4.8452 -3.0761 -0.6585 -0.48
C -3.9071 -2.4984 0.0782 0.99
C -3.9565 -1.2702 0.6922 -1.30
H -0.8884 -1.5433 2.2041 -0.11
H -0.8375 -3.7087 1.0049 0.55
H -5.0194 -5.1293 -0.7043 0.29
H -4.2103 -4.3647 -2.1424 0.28
H -4.8035 -0.6058 0.6052 0.52

=====

16
Properties=species:S:1:pos:R:3:mulliken_charge:R:1 method="wB97M-V/def2-TZVPD" multiplicity=3 e_above_lowest_ev=3.944 homo_energy_ev="-5.631 / -8.399" molar_mass_da=106.19 gap_ev="6.470 / 6.210" s2=2.01 total_energy_ev=-17080.70879 charge=0
C -0.6824 2.1521 0.7772 -0.65
C 1.4363 -1.3447 0.3307 -0.95
C -0.6361 -0.7125 -1.8326 -1.30
N -1.2066 -1.0698 1.2617 -0.63
N 0.2485 0.9608 0.8681 -0.39
S -0.1730 -0.4264 0.3422 0.73
H -1.1305 2.5135 1.6755 0.25
H -1.4704 1.8534 0.0540 0.22
H -0.0939 2.9256 0.3746 0.27
H 1.3754 -2.1990 -0.4984 0.30
H 2.2295 -0.5828 0.1596 0.31
H 1.5468 -1.7922 1.3029 0.37
H -0.9920 -1.7540 -2.0302 0.34
H -1.5018 -0.1115 -1.8840 0.44
H 0.3643 -0.3968 -2.0755 0.44
H -1.4005 -2.0580 1.1024 0.24